Model w:
The following is a quantum chemistry calculation of 2 unconnected molecules or ions with the total composition C4H11N3O2, from the OMol25 dataset.

Geometry as XYZ:
```
20
Properties=species:S:1:pos:R:3:lowdin_charge:R:1
C -1.297 0.226 -0.799 -0.1302
C 0.605 -0.981 2.009 -0.2510
C 1.318 1.482 -1.029 -0.0629
N -0.863 -1.109 -0.430 -0.0331
C -0.673 1.082 0.289 -0.4333
N -0.360 -1.810 -1.461 0.0478
O 0.707 -1.142 0.693 -0.2094
O 0.482 1.745 0.092 -0.0587
N -1.076 1.073 1.513 0.1155
H 0.245 -1.303 -2.108 0.0959
H 0.119 -2.635 -1.107 0.1049
H -1.986 0.634 1.617 0.0830
H -2.388 0.284 -0.763 0.1250
H -0.971 0.530 -1.800 0.1035
H -0.176 -0.001 2.159 0.0859
H 1.517 -0.567 2.464 0.0867
H 0.158 -1.821 2.558 0.0684
H 0.817 1.721 -1.973 0.0860
H 2.169 2.150 -0.913 0.0953
H 1.656 0.444 -1.011 0.0806
```

Values from the calculation:
E_HOMO (alpha / beta)   -7.95 / -7.91 eV
Kohn-Sham gap (alpha / beta)   8.2 / 8.1 eV

---

Model x:
The following is a quantum chemistry calculation of 2 unconnected molecules or ions with the total composition C4H11N3O2, from the OMol25 dataset.

Geometry as XYZ:
```
20
Properties=species:S:1:pos:R:3:lowdin_charge:R:1
C -1.716 -0.309 3.275 0.0120
C -1.192 -0.020 1.877 -0.5774
O -1.464 0.979 1.235 0.0414
O -0.355 -0.944 1.488 0.0708
H -2.109 0.628 3.682 0.0824
H -0.887 -0.512 3.929 0.0762
H -2.499 -1.055 3.155 0.0894
C 1.746 -1.344 -1.119 -0.1166
C 0.343 0.564 -1.594 -0.5127
N -0.594 1.446 -1.198 0.1565
N 0.762 -0.338 -0.782 -0.0338
N 1.013 0.866 -2.765 0.1375
H -1.066 1.285 -0.321 0.0306
H -0.852 2.224 -1.770 0.0959
H 0.103 -0.758 0.570 0.0654
H 1.967 0.579 -2.852 0.0757
H 0.701 1.577 -3.401 0.0900
H 2.366 -1.450 -0.232 0.0740
H 2.493 -1.126 -1.891 0.0626
H 1.240 -2.292 -1.284 0.0803
```

Values from the calculation:
E_HOMO   -8.68 eV
Kohn-Sham gap   9.5 eV

---

Model y:
The following is a quantum chemistry calculation of 2 unconnected molecules or ions with the total composition C4H11N3O2, from the OMol25 dataset.

Geometry as XYZ:
```
20
Properties=species:S:1:pos:R:3:lowdin_charge:R:1
C 0.474 -2.233 0.307 -0.1466
C 1.578 -0.316 1.220 -0.5666
N 0.604 -0.829 0.589 -0.0060
N 2.667 -1.019 1.644 0.1363
N 1.542 1.046 1.517 0.1067
H -0.402 -0.112 -1.412 0.0922
H 1.189 -2.868 0.848 0.0634
H 0.442 -2.461 -0.758 0.0686
H 2.987 -1.718 1.000 0.0869
H 3.321 -0.608 2.282 0.0899
H 2.119 1.592 0.883 0.0945
H 0.616 1.391 1.691 0.0713
H -0.531 -2.527 0.640 0.0749
C -2.957 1.734 -1.595 0.0007
C -1.562 1.358 -1.242 -0.5889
O -1.178 0.244 -1.893 0.0790
O -0.855 1.992 -0.505 0.0845
H -3.627 0.893 -1.413 0.0882
H -3.072 1.825 -2.677 0.0897
H -3.353 2.617 -1.126 0.0813
```

Values from the calculation:
E_HOMO   -8.84 eV
Kohn-Sham gap   9.7 eV

---

Model z:
The following is a quantum chemistry calculation of 2 unconnected molecules or ions with the total composition C4H11N3O2, from the OMol25 dataset.

Geometry as XYZ:
```
20
Properties=species:S:1:pos:R:3:lowdin_charge:R:1
C 0.093 -3.397 2.053 0.0045
C -0.186 -2.253 1.133 -0.5490
O 0.515 -1.794 0.264 0.0771
O -1.273 -1.533 1.553 0.0673
H -0.833 -3.632 2.566 0.0757
H 0.820 -3.363 2.896 0.1059
H 0.383 -4.164 1.281 0.1062
C 1.168 0.742 -1.943 -0.1071
C -0.353 2.098 -0.410 -0.5746
N 0.667 1.219 -0.661 -0.0062
N -0.645 3.079 -1.349 0.1299
N -1.039 1.843 0.654 0.0858
H 0.415 0.343 -0.206 0.0709
H 1.052 1.339 -2.816 0.0505
H 0.620 -0.186 -2.241 0.0902
H 0.029 3.316 -2.060 0.0803
H -0.993 3.912 -0.892 0.0915
H -1.068 -0.618 1.250 0.0882
H -1.596 2.628 0.968 0.0285
H 2.223 0.422 -2.041 0.0845
```

Values from the calculation:
E_HOMO   -8.69 eV
Kohn-Sham gap   9.6 eV

---

Which structure is most stable? model x, by 9.6 kcal/mol over the runner-up.